Formula: C2H8S3
Source: the Open Molecules 2025 dataset
Level of theory: ωB97M-V with the def2-TZVPD basis set

Structure (XYZ):
```
13
Properties=species:S:1:pos:R:3:mulliken_charge:R:1
S 4.690 0.217 1.622 -0.152
S 4.380 1.186 3.484 -0.146
H 4.135 -1.009 1.790 0.147
H 3.939 0.100 4.182 0.152
C -2.739 -0.403 -0.760 -0.861
C -1.265 -0.110 -1.111 -0.526
S -1.056 0.374 -2.866 -0.213
H -3.120 -1.156 -1.436 0.291
H -3.318 0.513 -0.832 0.292
H -2.776 -0.838 0.239 0.291
H -0.712 0.559 -0.468 0.367
H -0.779 -1.084 -1.095 0.254
H -1.377 1.651 -2.750 0.104
```

Output
LUMO level ... 0.098 eV
E_tot ... -34708.74467 eV
SMILES ... CCS.SS
Energy above the lowest of the compared OMol25 structures with the same formula, charge and spin ... 63.0 kJ/mol
Highest occupied orbital energy ... -8.668 eV
Molecular weight ... 128.3 g/mol
Frontier orbital gap ... 8.767 eV